# 1
A gas-phase ion, C23H45BCl2IO2 (charge -1) at a distorted geometry. Source: the Open Molecules 2025 dataset; level of theory: ωB97M-V/def2-TZVPD.

## Properties
Highest occupied orbital energy (eV): -5.218
LUMO energy (eV): 2.778
Total charge: -1
2S+1: 1

Geometry as XYZ:
```
74
Properties=species:S:1:pos:R:3:mulliken_charge:R:1
H 4.189 -0.738 4.656 0.39
C 4.280 -1.182 2.482 0.32
C -2.213 2.738 -1.228 -1.16
H 3.568 0.541 3.604 0.28
H -2.188 0.387 2.310 0.04
H 2.014 -1.841 -2.276 0.04
H -4.466 1.705 -0.268 0.35
H -0.729 4.179 -1.924 0.41
H 5.400 0.314 3.727 0.30
C -4.050 0.177 1.219 -0.69
C -2.873 -0.453 2.039 -0.89
H -1.458 -0.914 0.461 -1.27
C 0.787 -3.535 -1.652 -0.11
H -4.489 -0.486 0.442 0.33
H -3.097 3.409 -1.083 0.45
C -1.723 -2.717 -1.634 0.38
C 4.093 -2.074 -0.707 -0.96
B 1.038 0.005 -0.189 2.65
C -2.141 5.391 0.420 -0.47
H -2.542 -4.523 -0.564 0.38
H -4.881 0.395 1.940 0.30
H -1.914 6.109 1.247 0.48
C -2.835 -2.698 0.658 -0.64
H -0.994 3.699 1.162 0.04
H -3.761 2.404 1.216 0.20
H -3.233 -0.996 2.948 0.49
C -2.015 -1.497 1.223 1.08
H -0.007 2.885 -0.925 -0.20
H -3.488 6.162 -1.138 0.25
H 2.393 -3.306 -3.230 0.57
H 3.420 -0.086 -2.132 0.21
H 0.050 4.955 0.388 0.45
H 3.954 -4.023 -1.658 0.46
C 3.217 0.230 -1.079 -1.04
H -1.073 -3.870 0.209 0.29
C 4.072 -0.299 1.203 -1.10
H 5.198 -1.802 2.442 0.39
Cl 5.777 0.124 0.627 -0.19
H -0.242 -2.276 -3.164 0.38
H -2.180 0.587 -0.763 -0.38
C -0.919 4.413 0.308 -0.42
H -2.182 7.331 -0.642 0.34
H -1.649 -1.626 -1.453 -0.69
H 4.678 -1.688 -1.570 0.40
C 3.255 -0.966 0.038 1.09
H 0.072 -0.423 -0.751 -0.68
H -2.623 -2.860 -2.291 0.47
H -2.229 2.297 -2.250 0.36
O 1.845 0.673 -1.199 -0.59
C -2.285 1.536 -0.192 2.49
H 3.733 1.183 -0.826 0.41
I 0.646 1.048 1.737 -0.50
H 3.622 0.677 1.485 0.36
H 4.862 -2.449 0.022 0.38
C -0.477 -3.142 -2.492 -1.14
C -2.415 6.263 -0.865 -1.09
C 2.131 -2.951 -2.209 -0.47
H -3.063 4.839 0.703 0.08
C 3.254 -3.313 -1.145 -1.18
H 0.869 -4.652 -1.696 0.43
Cl 2.892 -2.285 2.873 -0.20
H -1.239 -1.935 1.900 0.42
C 4.411 -0.186 3.711 -1.25
H -1.821 5.955 -1.751 0.27
C -1.984 -3.577 -0.354 -0.67
O 1.876 -1.151 0.186 -1.00
H -0.737 -3.987 -3.168 0.43
C -0.897 3.557 -1.010 -0.20
H 2.813 -3.882 -0.296 0.35
H 0.715 -3.175 -0.599 -0.14
C -3.684 1.537 0.520 -0.98
H -1.495 1.671 0.574 -1.43
H -3.040 -3.377 1.528 0.32
H -3.795 -2.434 0.168 0.21
```

=====

# 2
A molecular structure, C23H45Be2Br4Cl4F5N4O12P2S2 at a distorted geometry. Source: the Open Molecules 2025 dataset; level of theory: ωB97M-V/def2-TZVPD.

## Properties
Highest occupied orbital energy (eV): -3.350
LUMO energy (eV): -0.788
Total charge: -2
2S+1: 1

Geometry as XYZ:
```
103
Properties=species:S:1:pos:R:3:mulliken_charge:R:1
H 5.633 5.771 5.866 0.30
C 4.381 0.834 -3.122 0.28
H 1.763 -4.378 -0.856 0.46
C -6.904 -3.366 -6.011 -0.73
C 0.262 1.520 2.736 -0.19
H -5.243 -0.128 6.512 0.14
Cl -6.194 0.975 7.309 -0.59
H -4.676 -4.328 -5.955 0.40
C 5.201 4.797 5.640 -0.36
O -1.655 -5.447 2.240 -0.64
H 3.910 4.704 0.061 0.35
C 3.057 1.312 -2.281 0.70
C -0.254 0.020 2.999 -0.13
H 0.655 -0.581 3.382 0.73
C -3.465 0.531 -6.675 -0.31
Br -0.585 0.264 6.066 -0.42
H -2.770 1.287 -7.053 0.39
H -6.955 -4.457 -6.026 0.34
H 1.503 0.201 -5.751 0.37
H 4.724 -0.101 1.501 0.06
H 1.372 1.570 2.995 0.00
H -7.881 -2.976 -5.721 0.23
H -6.549 1.295 -5.951 0.30
H 5.441 3.138 1.768 -0.08
H 4.267 3.859 -2.934 0.06
H -3.265 0.451 -5.603 0.13
H -3.834 -0.440 5.415 0.04
C -0.115 2.128 1.307 -1.18
H -1.219 1.947 1.022 0.35
S -1.017 -0.834 1.544 -0.20
Cl 5.199 4.564 3.889 -0.02
H -4.167 -1.615 6.711 0.38
H -2.706 -0.118 11.083 0.28
H 2.011 3.599 -0.094 0.51
C 6.170 1.539 3.279 -1.04
O 4.233 1.115 -0.245 -0.36
O -0.490 -6.614 0.481 -0.55
C -3.658 -2.417 -5.684 -0.19
H 7.096 2.120 3.613 0.31
H 4.175 4.756 6.003 0.26
Be -1.483 -1.709 4.486 0.69
H -1.011 0.020 3.884 -0.45
O -3.272 0.169 7.286 -0.06
O -4.769 1.054 -6.916 -0.47
H -2.102 -0.997 -7.359 0.24
Be 3.270 -4.671 -1.155 0.39
O -2.610 0.845 9.244 -0.31
F 2.282 0.138 -2.098 -0.29
C -4.177 -0.551 6.452 -0.45
Br 0.392 0.227 -7.977 -0.09
F 4.480 1.481 -4.403 -0.27
H 0.334 2.007 -0.864 0.32
H -0.033 3.276 1.414 0.40
H -3.725 1.354 10.922 0.30
H 3.597 1.037 2.921 -0.06
C 2.267 2.492 0.115 -0.67
F 2.341 2.209 -3.170 -0.23
C -3.170 -0.772 -7.434 -0.44
H -0.267 2.185 3.520 0.45
H 5.396 1.674 4.118 0.19
N -3.936 -1.960 -7.047 -0.36
C -3.549 0.125 8.604 0.65
O -4.465 -0.457 9.123 -0.51
H -3.380 -0.597 -8.494 0.29
F 4.211 -0.565 -3.439 -0.32
H 5.337 0.891 -2.513 0.23
C 5.632 2.008 1.845 0.61
O -0.825 -7.676 2.622 -0.63
H 1.072 0.592 0.053 -0.33
N 2.325 -2.955 0.782 -0.55
H -5.402 0.263 -5.080 0.27
C -5.781 0.527 -6.072 -0.56
Br 2.156 2.474 -6.511 -0.05
C 3.415 2.110 -0.943 0.14
H -1.965 1.492 11.069 0.21
C -2.774 0.886 10.658 -0.67
C 0.873 1.721 0.119 0.23
H -6.255 -0.336 -6.541 0.19
P 3.955 1.144 1.505 0.30
H -4.923 -1.743 -7.128 0.14
H -6.666 -2.987 -7.010 0.31
C -4.656 -3.489 -5.252 -0.82
Br -0.568 1.445 -5.159 0.02
O 0.719 -5.840 2.416 -0.57
S -0.566 -6.395 1.941 1.27
N 1.609 -2.014 1.446 0.06
P 4.591 3.477 -1.575 0.71
H 6.484 0.435 3.184 0.35
C 0.948 0.977 -6.276 -0.27
H 2.823 0.245 1.335 -0.47
H -4.342 -3.883 -4.280 0.40
F 6.615 1.544 0.873 -0.38
Cl 2.962 -7.385 -1.245 -0.47
H -2.645 -2.829 -5.642 0.37
O 3.000 2.621 1.378 -0.55
C 0.280 -2.011 0.924 0.65
Cl 6.148 3.546 6.455 -0.16
H -3.726 -1.590 -4.969 0.16
N 4.595 4.818 -0.699 -0.97
H 5.903 2.870 -1.611 0.03
C 1.413 -3.545 -0.146 -0.02
O -5.952 -2.915 -5.061 -0.34
O 0.114 -3.001 -0.084 -0.21
```